# C2H3Cl2N

C2H3Cl2N as an isolated structure (wB97M-V/def2-TZVPD, OMol25).

- E: -28653.5244 eV
- Energy relative to the best compared isomer or geometry (same formula, charge and spin): 78.7 kcal/mol
- Charge: 0

Last column: natural (NBO) charge in e.
CARTESIAN COORDINATES (ANGSTROEM)
C  0.774197  -0.064233  -0.208823  -0.016
C  -1.723196  -0.858269  -0.172457  -0.033
N  -0.374847  -0.728100  -0.164579  -0.243
Cl  -2.402471  -2.132857  -1.042854  0.123
Cl  0.416302  -2.751147  -0.433974  -0.497
H  0.794226  0.968707  -0.634429  0.213
H  1.539146  -0.647733  0.014245  0.225
H  -2.306026  -0.456317  0.637309  0.230

Force components x, y, z for each atom (eV/Å):
-6.99 2.11 -1.42
3.70 0.55 0.21
-0.92 0.90 -0.53
-0.41 0.58 -0.14
0.89 -1.34 0.07
-0.03 -1.06 0.54
3.68 -1.99 1.18
0.07 0.25 0.08

=====

# C3H9NO2

A 2-piece molecular cluster, C3H9NO2 overall (wB97M-V/def2-TZVPD, OMol25).

- E: -8831.5268 eV
- 2S+1: 2
- Energy relative to the best compared isomer or geometry (same formula, charge and spin): 45.8 kcal/mol
- Charge: +1
- Expectation value of S²: 0.7549

Last column: natural (NBO) charge in e.
CARTESIAN COORDINATES (ANGSTROEM)
C  -0.559263  1.979527  -0.309402  -0.100
C  0.555078  2.213812  0.507791  0.312
O  0.906878  1.289901  1.343937  -0.492
H  -0.923777  2.729729  -0.990676  0.246
H  -1.041054  1.002869  -0.292021  0.249
H  1.101850  3.151070  0.478326  0.230
H  1.799837  1.544284  1.666537  0.546
N  -0.506451  -2.300261  -1.249145  -0.828
C  0.187684  -1.812497  -0.110095  0.080
O  -0.667004  -1.156869  0.851135  -0.739
H  -1.174494  -3.015536  -0.995407  0.377
H  -0.971844  -1.618041  -1.832295  0.358
H  0.696856  -2.638497  0.369888  0.188
H  0.927895  -1.088608  -0.477912  0.129
H  -0.332184  -0.280884  1.039339  0.444

Force components x, y, z for each atom (eV/Å):
-0.10 -0.33 0.00
-0.74 -0.03 -0.08
1.01 0.98 -0.59
0.05 0.22 -0.04
-0.04 0.07 0.06
0.18 -0.04 -0.06
-0.29 -0.55 0.64
-0.14 -0.46 0.12
-0.14 0.66 -0.76
-0.24 0.02 -0.08
0.01 -0.08 -0.09
0.13 0.14 0.19
0.03 -0.11 0.18
0.12 -0.11 0.20
0.18 -0.41 0.31

=====

# C4H10N4

One molecule with the formula C4H10N4 (wB97M-V/def2-TZVPD, OMol25).

- E: -10265.6856 eV
- Energy relative to the best compared isomer or geometry (same formula, charge and spin): 119.1 kcal/mol
- Structure (SMILES): C=NN=C(CN)CN
- Charge: 0

Last column: natural (NBO) charge in e.
CARTESIAN COORDINATES (ANGSTROEM)
C  -1.888282  -1.532215  1.015856  -0.104
N  -1.936556  -0.855785  -0.064439  -0.257
N  -1.297738  0.310283  -0.363991  -0.233
C  -0.120057  0.373236  -0.745794  0.236
C  0.961535  -0.897500  -0.773265  -0.266
N  1.365265  -0.939422  0.620126  -0.878
C  0.574633  1.646967  -0.610709  -0.279
N  1.456540  1.726128  0.563143  -0.811
H  -2.727337  -2.369938  1.216878  0.178
H  -1.219812  -1.374494  1.912176  0.174
H  0.668857  -2.029630  -1.227833  0.208
H  1.710088  -0.549908  -1.414871  0.165
H  1.870376  -1.971873  0.731686  0.357
H  1.980995  -0.117646  0.750392  0.405
H  1.118900  1.841008  -1.559093  0.195
H  -0.267170  2.537867  -0.630453  0.188
H  1.783348  2.852813  0.314909  0.358
H  0.802195  1.950446  1.305805  0.364

Force components x, y, z for each atom (eV/Å):
-1.07 -0.56 0.96
-0.77 -0.76 -0.50
-1.78 -0.79 2.15
2.57 -3.68 0.33
-3.26 -0.85 -0.52
1.82 -4.09 0.27
-1.98 3.31 -2.51
0.74 5.55 -1.69
2.08 1.82 -0.99
-0.48 0.26 -1.14
0.08 3.37 1.42
1.43 0.39 -1.15
-1.16 3.87 0.06
-0.01 -1.12 0.38
0.29 -0.09 0.70
1.80 -2.18 0.22
-0.36 -4.03 1.44
0.05 -0.41 0.56

=====

# C5H6N2O

One molecule with the formula C5H6N2O (wB97M-V/def2-TZVPD, OMol25).

- E: -10304.9471 eV
- Energy relative to the best compared isomer or geometry (same formula, charge and spin): 107.4 kcal/mol
- Structure (SMILES): CO/N=C\C=C/C#N
- Charge: 0

Last column: natural (NBO) charge in e.
CARTESIAN COORDINATES (ANGSTROEM)
C  1.975410  -0.333121  0.883119  -0.258
O  1.001404  -0.073993  0.021144  -0.383
N  0.547244  1.213384  0.441975  -0.069
C  -0.506573  1.605524  -0.295843  -0.024
C  -1.462917  0.689196  -0.988230  -0.181
C  -1.456508  -0.627497  -1.081525  -0.270
C  -0.815874  -1.554058  -0.118623  0.279
N  -0.414627  -2.183920  0.828556  -0.331
H  1.574928  -0.542147  1.844605  0.181
H  2.709876  0.520777  0.923293  0.187
H  2.338398  -1.345587  0.634465  0.203
H  -1.000890  2.571272  -0.021924  0.212
H  -2.375053  1.240468  -1.505584  0.231
H  -2.114818  -1.180297  -1.565427  0.223

Force components x, y, z for each atom (eV/Å):
3.46 -1.64 1.73
-2.70 3.68 -1.54
-2.51 0.57 -3.62
0.00 -1.72 2.98
-0.81 2.73 -1.49
2.90 -0.57 3.77
1.88 -1.72 4.08
-2.26 2.45 -4.75
-0.37 0.35 1.33
-0.30 -1.27 -0.03
0.66 0.68 -0.38
1.17 -0.67 -0.22
2.26 -1.15 0.79
-3.40 -1.72 -2.65

=====

# C18H20N2O5S2

A 2-piece molecular cluster, C18H20N2O5S2 overall (wB97M-V/def2-TZVPD, OMol25).

- E: -53871.3209 eV
- Energy relative to the best compared isomer or geometry (same formula, charge and spin): 179.5 kcal/mol
- Structure (SMILES): Cc1ccc(S(=O)(=O)n2cc([N+](=O)[O-])c3ccccc32)cc1.C=S(C)(C)=O
- Charge: 0

Last column: natural (NBO) charge in e.
CARTESIAN COORDINATES (ANGSTROEM)
C  -4.673384  -2.622376  1.642847  -0.634
C  -3.592911  -1.721692  1.115589  0.019
C  -3.439582  -1.525805  -0.257747  -0.213
C  -2.430741  -0.711780  -0.767793  -0.155
C  -1.546638  -0.111621  0.133249  -0.375
S  -0.178107  0.860069  -0.452033  2.326
O  -0.065187  0.696876  -1.873569  -0.896
O  -0.107904  2.148865  0.181483  -0.925
N  1.101824  0.028185  0.332482  -0.675
C  1.927942  0.633737  1.318123  0.128
C  3.038099  -0.270245  1.437492  -0.050
N  4.130392  0.014995  2.248009  0.488
O  5.113060  -0.759683  2.267964  -0.429
O  4.124347  1.099252  2.915346  -0.476
C  2.819119  -1.439142  0.611078  -0.088
C  3.587580  -2.555179  0.290484  -0.193
C  3.095278  -3.459886  -0.657795  -0.220
C  1.883256  -3.227478  -1.337536  -0.218
C  1.143083  -2.073452  -1.076090  -0.265
C  1.586662  -1.215291  -0.073286  0.200
C  -1.700242  -0.256188  1.513670  -0.117
C  -2.714758  -1.077134  1.993997  -0.233
H  -4.615267  -2.685288  2.735449  0.217
H  -5.666367  -2.244240  1.366660  0.229
H  -4.577168  -3.630483  1.222365  0.231
H  -4.132740  -2.011467  -0.943964  0.222
H  -2.321056  -0.545484  -1.835505  0.248
H  2.118608  1.694033  1.152840  0.250
H  4.555122  -2.653650  0.788867  0.248
H  3.675005  -4.349429  -0.890659  0.215
H  1.545700  -3.943135  -2.091326  0.217
H  0.268621  -1.829913  -1.684025  0.227
H  -1.028756  0.270523  2.190525  0.220
H  -2.830542  -1.205777  3.075144  0.209
C  1.277807  1.201508  3.222063  -1.081
S  0.613710  0.949919  4.750803  1.882
C  -0.006551  2.516113  5.408808  -0.855
C  -0.915162  0.095316  4.648569  -0.885
O  1.504159  0.310890  5.726039  -0.897
H  0.737841  1.981363  2.661913  0.255
H  2.362244  1.327788  3.339578  0.320
H  -0.678854  2.993462  4.674371  0.243
H  -0.540909  2.296573  6.344732  0.241
H  0.824119  3.192944  5.628777  0.266
H  -1.670586  0.719286  4.152351  0.249
H  -0.734826  -0.839523  4.109599  0.268
H  -1.241172  -0.146564  5.665908  0.263

Force components x, y, z for each atom (eV/Å):
-0.13 -0.03 0.08
0.25 0.04 0.01
0.00 0.17 -0.11
0.22 -0.01 0.44
-0.32 0.25 -0.10
1.10 -0.47 0.75
-0.15 0.11 0.72
-0.53 -0.25 -0.31
-0.67 1.15 0.07
1.67 -1.55 -2.23
-0.67 0.36 0.04
1.23 0.51 0.22
-1.41 0.72 -0.02
-0.07 -1.45 -0.90
-0.56 0.32 -0.31
-0.02 -0.17 0.12
-0.18 0.25 0.07
0.53 0.06 0.38
-0.37 0.02 0.02
1.25 -0.74 -0.01
-0.13 -0.09 -0.33
0.10 0.25 0.00
-0.09 -0.07 -0.25
0.20 -0.08 0.08
-0.02 0.17 0.12
0.15 0.09 0.13
0.06 -0.08 0.17
-0.45 -0.15 0.71
-0.37 -0.22 -0.28
-0.09 0.16 0.00
0.10 0.34 0.23
0.24 -0.15 0.32
-0.05 -0.24 -0.36
-0.04 -0.02 -0.41
-0.87 0.37 -0.05
1.29 0.64 0.49
-0.30 0.11 0.27
-0.55 -0.58 0.19
-0.96 0.43 -0.89
0.08 -0.08 0.77
-0.28 0.35 0.40
0.31 -0.34 0.27
0.09 0.07 -0.29
0.04 -0.35 -0.19
0.29 -0.22 0.08
-0.02 0.23 0.02
0.12 0.18 -0.12

=====

# C31H27IrN4O2Si

C31H27IrN4O2Si as an isolated structure (wB97M-V/def2-TZVPD, OMol25).

- E: -53359.3853 eV
- Charge: 0

Last column: natural (NBO) charge in e.
CARTESIAN COORDINATES (ANGSTROEM)
Ir  0.212169  -0.230320  -0.068354  0.648
N  -4.881961  -4.730893  7.626198  -0.298
C  -4.273082  -4.259236  6.773749  0.275
C  -3.510908  -3.668519  5.705761  -0.176
C  -2.152699  -3.950068  5.585704  -0.175
C  -1.421794  -3.375887  4.559750  -0.146
C  -2.040720  -2.528307  3.647302  -0.063
C  -3.402026  -2.258960  3.765852  -0.201
C  -4.136394  -2.819254  4.795242  -0.147
C  -1.272600  -1.901837  2.536361  0.202
C  -0.313748  -0.975013  2.869853  -0.001
C  0.083205  -0.559956  4.181290  -0.182
C  1.099517  0.336898  4.022894  -0.300
C  1.296037  0.486988  2.624485  0.081
N  0.467654  -0.284055  1.942279  -0.463
C  -1.596244  -2.343523  1.235186  -0.018
C  -2.394964  -3.464454  0.924788  -0.222
C  -2.383768  -3.598517  -0.451090  -0.324
C  -1.593598  -2.549381  -0.935020  -0.016
N  -1.115604  -1.791612  0.060926  -0.472
H  -1.678366  -4.615132  6.294216  0.232
H  -0.365581  -3.589197  4.458231  0.223
H  -3.880195  -1.604733  3.046390  0.239
H  -5.191504  -2.605840  4.898253  0.231
H  -0.348519  -0.913314  5.103144  0.229
H  1.647350  0.858552  4.789847  0.232
H  1.988508  1.130772  2.106107  0.255
H  -2.892009  -4.097315  1.641361  0.231
H  -2.878753  -4.346595  -1.047614  0.229
H  -1.388924  -2.338355  -1.971658  0.179
N  0.060457  -0.084272  -2.187971  -0.753
C  1.313547  0.294518  -2.886450  -0.213
C  1.790360  1.649705  -2.390674  -0.538
C  2.481696  1.589619  -1.034553  0.789
O  3.552593  2.134321  -0.871602  -0.619
O  1.867934  0.938694  -0.082257  -0.772
H  -0.319981  -0.923541  -2.610027  0.388
H  -0.619893  0.652381  -2.372751  0.405
H  1.132369  0.330765  -3.963012  0.196
H  2.057508  -0.479202  -2.694239  0.208
H  0.929386  2.323992  -2.314403  0.222
H  2.489708  2.090918  -3.096884  0.245
C  -0.387146  4.092208  3.692312  -0.210
C  -1.404512  3.160103  3.843897  -0.216
C  -1.759682  2.343284  2.780572  -0.221
C  -1.109336  2.441819  1.549351  -0.427
C  -0.089488  3.384729  1.414885  -0.222
C  0.270792  4.204595  2.474954  -0.205
Si  -1.514081  1.266595  0.144624  1.273
C  -3.353640  0.880079  0.318162  -0.524
C  -4.022401  -0.341197  0.268940  -0.201
C  -5.403787  -0.411509  0.416584  -0.215
C  -6.147003  0.741336  0.610234  -0.205
C  -5.502997  1.971055  0.649541  -0.238
C  -4.126298  2.035405  0.507358  -0.126
H  -0.107831  4.730921  4.520729  0.213
H  -1.919159  3.067596  4.792328  0.213
H  -2.560019  1.621839  2.912064  0.213
H  0.442550  3.472076  0.473210  0.214
H  1.065650  4.929369  2.351930  0.216
H  -1.431114  2.093881  -1.111798  -0.237
H  -3.481818  -1.260630  0.108336  0.222
H  -5.894951  -1.376192  0.375720  0.212
H  -7.221968  0.685375  0.726207  0.213
H  -6.072412  2.880167  0.796111  0.214
H  -3.642283  3.005380  0.554305  0.206

Force components x, y, z for each atom (eV/Å):
-0.47 -0.28 -0.24
0.00 0.00 0.00
0.00 0.00 0.00
0.00 0.00 0.00
0.00 0.00 0.01
0.00 0.00 0.00
0.00 0.00 -0.01
-0.01 -0.01 -0.01
0.00 0.00 0.01
0.07 0.02 0.03
-0.15 0.03 0.01
0.03 0.00 -0.02
-0.02 0.02 0.02
0.00 -0.01 0.01
0.12 -0.04 0.09
-0.05 -0.06 -0.01
0.04 0.03 0.02
-0.01 0.05 -0.04
-0.05 -0.04 -0.02
0.20 -0.01 0.10
0.00 0.00 0.00
0.00 0.00 0.00
0.00 0.00 0.00
0.00 0.00 0.00
0.00 0.02 0.00
0.00 0.00 0.00
0.00 -0.01 0.01
0.01 -0.01 0.00
0.01 0.00 0.00
0.01 0.01 -0.01
-0.05 0.06 0.06
-0.01 0.05 0.00
-0.02 -0.02 0.01
-0.07 0.01 0.04
0.00 0.04 0.01
0.08 0.11 0.00
0.05 -0.04 0.00
-0.02 -0.03 -0.03
-0.01 -0.02 0.00
0.01 0.00 0.00
0.02 0.01 0.00
0.01 -0.03 -0.01
-0.02 -0.02 0.01
0.04 0.03 0.03
0.01 -0.03 0.00
-0.03 -0.06 0.05
0.03 0.00 0.00
0.01 0.00 -0.03
0.27 0.29 -0.05
0.05 0.02 0.04
0.00 -0.02 -0.03
0.01 -0.01 0.00
0.00 0.00 0.00
0.00 0.01 0.00
-0.05 -0.04 -0.01
0.00 0.00 0.00
0.00 0.00 0.00
0.02 0.01 0.00
0.01 0.01 0.01
0.00 0.00 -0.01
-0.03 -0.04 -0.02
0.02 0.00 -0.01
0.00 0.00 0.00
0.00 0.00 0.00
0.00 0.00 0.00
-0.01 0.00 0.00